Computed, not measured: F2V2 as an isolated structure at a distorted geometry, with ωB97M-V/def2-TZVPD.

The geometry in XYZ format:
```
4
Properties=species:S:1:pos:R:3:forces:R:3
V -1.675 0.220 -0.399 2.13 -0.27 0.63
V 1.682 -0.215 0.389 -2.18 0.24 -0.54
F -0.214 0.390 1.064 0.21 -0.54 -1.61
F 0.207 -0.394 -1.055 -0.16 0.57 1.51
```
Positions in Å, forces in eV/Å.

As for the spin multiplicity: 5. Its charge is +4. The value obtained for the energy above the lowest of the compared OMol25 structures with the same formula, charge and spin is 0.0 kJ/mol. As for the gap between HOMO and LUMO (alpha / beta): 8.965 / 10.536 eV. The calculation puts the highest occupied orbital energy (alpha / beta) at -36.6 / -36.9 eV. The expectation value of S² is 6.060.